1.
144
Properties=species:S:1:pos:R:3:forces:R:3:lowdin_charge:R:1 method="wB97M-V/def2-TZVPD" e_homo_ev=-9.15 smiles="CN(C)C=O.CN(C)C=O.CN(C)C=O.CN(C)C=O.CN(C)C=O.CN(C)C=O.CCCC#N.CCCC#N.CCCC#N.CCCC#N.CCCC#N.CCCC#N" e_tot_ev=-75079.7621 orbital_gap_ev=9.270 fmax_ev_per_a=3.9 mol_weight_da=853.212
C -2.65232 -19.27756 -14.77322 -0.1 -0.5 -0.8 -0.104
C -1.45097 -20.16971 -15.09451 -0.7 0.6 -0.4 -0.252
C -0.78326 -20.71541 -13.82628 0.4 0.4 -0.9 -0.174
C -0.36685 -19.69129 -12.88103 -0.6 -0.7 -0.9 -0.245
N -0.00916 -18.88420 -12.16441 0.6 1.2 1.0 0.172
H -2.37066 -18.35723 -14.26158 -0.1 -0.2 0.4 0.058
H -3.38899 -19.89113 -14.25463 -0.1 0.4 0.4 0.076
H -3.11594 -18.94776 -15.70295 0.0 0.0 -0.1 0.057
H -0.83612 -19.61786 -15.80551 0.8 0.1 0.6 0.087
H -1.74011 -21.02072 -15.71118 -0.3 -0.2 0.3 0.087
H 0.15115 -21.17967 -14.14163 -0.1 -0.6 0.1 0.092
H -1.48585 -21.38863 -13.33511 0.3 -0.2 0.0 0.129
C 1.41675 -22.64952 -11.43171 -0.9 0.5 0.5 -0.108
C 2.34483 -23.09035 -10.27432 0.4 -0.1 -1.6 -0.218
C 2.81315 -24.56072 -10.45601 0.8 0.5 0.4 -0.178
C 3.20684 -24.97283 -11.82246 0.1 -1.3 -2.8 -0.184
N 3.51299 -25.39983 -12.87963 -0.9 1.5 3.3 0.167
H 0.46405 -23.17708 -11.47776 0.2 -0.7 0.1 0.080
H 1.85437 -22.69978 -12.42875 0.3 -0.3 0.2 0.045
H 1.01418 -21.63903 -11.36152 0.6 0.4 0.4 0.046
H 2.01519 -22.90200 -9.25258 -0.6 -0.3 -0.2 0.112
H 3.27461 -22.52278 -10.31289 0.0 0.4 -0.3 0.094
H 2.16194 -25.29081 -9.97539 -0.1 -0.1 -0.4 0.120
H 3.77425 -24.58976 -9.94266 0.0 -0.4 0.4 0.112
C -0.02455 -16.27755 -14.65050 0.2 0.2 -0.1 -0.103
C 0.18068 -14.91076 -15.31815 0.3 -0.5 0.8 -0.245
C -1.02641 -14.44817 -16.08307 -1.7 -0.3 -0.7 -0.182
C -1.87104 -15.55953 -16.57862 0.2 0.5 -0.5 -0.219
N -2.53541 -16.40427 -16.98225 0.0 -0.1 0.1 0.175
H -0.02091 -17.06968 -15.39925 -0.7 0.0 -0.1 0.062
H -0.94113 -16.20020 -14.06570 -0.1 -0.7 0.0 0.087
H 0.78576 -16.61375 -14.00361 0.1 0.6 0.3 0.040
H 1.07029 -14.97796 -15.94438 0.1 0.6 0.1 0.109
H 0.17949 -14.14471 -14.54273 1.3 0.0 0.1 0.103
H -0.83560 -13.72999 -16.88051 0.3 -0.3 -0.3 0.120
H -1.69774 -13.87241 -15.44594 0.0 -0.1 0.3 0.121
C 2.61433 -23.32325 -20.16855 -0.2 -0.4 -0.9 -0.085
C 2.42702 -21.81396 -20.34041 -0.2 -1.0 -0.7 -0.258
C 2.88503 -21.01203 -19.18178 0.1 0.8 1.0 -0.211
C 4.34778 -21.04799 -19.03247 1.4 0.5 0.4 -0.180
N 5.50724 -20.97079 -18.96931 -1.8 -0.3 -0.1 0.151
H 2.04516 -23.79392 -19.36692 0.2 0.4 0.3 0.060
H 3.65748 -23.63839 -20.14344 0.1 0.2 0.5 0.076
H 2.24735 -23.83531 -21.05805 -0.2 0.1 -0.2 0.071
H 1.37719 -21.56861 -20.50094 -0.1 -0.1 -0.1 0.110
H 2.98879 -21.49441 -21.21814 -0.1 0.0 -0.2 0.116
H 2.34532 -21.26537 -18.26929 0.4 -0.5 0.3 0.099
H 2.57539 -19.97072 -19.27071 0.4 0.3 -0.3 0.101
C 2.88579 -19.26340 -9.53368 -0.5 0.2 0.6 -0.091
C 2.85291 -17.72853 -9.61978 1.9 -0.2 -0.2 -0.226
C 3.07510 -17.02187 -8.27279 -1.6 0.8 0.4 -0.186
C 3.94044 -17.55854 -7.26463 0.3 -0.9 -0.9 -0.261
N 4.68956 -18.00854 -6.53323 0.7 -0.4 1.0 0.147
H 3.75988 -19.59382 -8.97252 0.3 0.1 -0.3 0.072
H 2.83802 -19.79076 -10.48641 0.1 0.3 -0.1 0.033
H 2.05740 -19.64599 -8.93744 -0.3 0.1 0.0 0.077
H 2.02980 -17.29774 -10.18988 -0.3 -0.2 0.5 0.090
H 3.74114 -17.38607 -10.15069 0.1 -0.4 -0.6 0.077
H 2.11886 -16.93832 -7.75633 -0.2 0.4 0.0 0.124
H 3.48822 -16.01937 -8.38434 -0.5 0.3 -0.5 0.116
C 1.38415 -26.57779 -16.41461 0.3 1.2 0.7 -0.076
C 2.13192 -25.18290 -16.43835 0.1 -1.6 -1.3 -0.235
C 1.42620 -23.93343 -15.94574 1.3 -0.3 1.0 -0.208
C 0.14898 -23.64138 -16.52463 -3.5 1.4 -1.2 -0.215
N -0.88332 -23.27062 -16.94942 2.7 -1.1 1.0 0.144
H 2.12352 -27.37867 -16.41931 0.0 0.1 -0.4 0.067
H 0.65405 -26.70396 -17.21407 0.2 0.1 -0.1 0.065
H 0.85696 -26.71223 -15.47010 -0.2 0.1 0.1 0.062
H 2.42754 -24.98855 -17.46934 -0.1 -0.1 -0.2 0.081
H 3.10708 -25.35080 -15.98122 -0.3 0.4 0.5 0.068
H 2.05270 -23.05716 -16.11234 0.1 0.1 -0.3 0.091
H 1.38388 -23.95928 -14.85686 -0.6 -0.1 0.2 0.110
C 3.16161 -13.43417 -10.42143 -0.2 0.1 1.3 -0.401
O 2.12623 -13.05006 -9.93318 -0.6 0.4 0.2 0.019
N 3.28935 -14.34928 -11.36651 0.9 -1.5 -2.0 -0.150
C 4.66870 -14.54869 -11.87593 -0.7 -0.5 -0.2 -0.035
C 2.12215 -15.01347 -12.01416 0.7 1.2 0.1 -0.013
H 4.14973 -13.15330 -10.02528 0.0 0.5 0.0 0.131
H 5.30527 -13.72067 -11.56409 -0.1 -0.2 0.3 0.084
H 4.73947 -14.54161 -12.96361 -0.5 0.0 -0.2 0.068
H 5.05500 -15.51516 -11.55222 0.2 0.1 0.2 0.058
H 1.23899 -14.68784 -11.46453 0.1 -0.3 0.0 0.095
H 2.03543 -14.63180 -13.03147 0.0 0.1 -0.1 0.076
H 2.20346 -16.09717 -12.09823 0.2 0.1 0.5 0.043
C 6.05322 -24.20966 -17.32890 -1.3 -0.3 -0.2 -0.370
O 5.30954 -25.16620 -17.44054 0.5 -0.9 -1.2 0.002
N 6.02667 -23.49849 -16.23127 1.3 2.2 2.6 -0.170
C 6.71293 -22.20492 -16.13753 -0.3 0.1 0.0 -0.082
C 5.30099 -23.81610 -14.98694 0.5 -0.1 -0.8 -0.044
H 6.71407 -23.71007 -18.05408 0.0 -0.7 -0.6 0.133
H 5.94235 -21.48813 -15.85375 0.1 0.4 0.0 0.068
H 7.17454 -21.83595 -17.05343 -0.4 -0.4 -0.3 0.064
H 7.50314 -22.14799 -15.38892 0.0 -0.5 0.3 0.076
H 6.02378 -23.70673 -14.17842 -0.1 0.2 0.2 0.086
H 4.49925 -23.08279 -14.89998 -0.2 -0.1 0.3 0.075
H 4.92817 -24.83849 -14.92517 0.0 0.3 -0.4 0.053
C 5.18324 -15.91165 -17.05408 -1.3 1.1 -1.9 -0.328
O 4.49603 -14.88138 -17.24396 1.9 -2.0 1.5 -0.022
N 6.21306 -16.19164 -16.23095 1.3 1.6 1.8 -0.164
C 6.98149 -17.40913 -16.29613 0.3 -0.5 -0.2 -0.062
C 6.71953 -15.24655 -15.18620 -1.7 0.3 -0.6 -0.022
H 5.03562 -16.77924 -17.71567 -0.3 -0.1 0.0 0.127
H 6.80227 -17.96897 -17.21405 -0.4 -0.2 0.2 0.094
H 6.85353 -18.00156 -15.39018 -0.6 -0.3 -0.1 0.055
H 8.05945 -17.24752 -16.29682 0.1 0.7 -0.2 0.087
H 6.78095 -15.70147 -14.19758 0.3 -0.5 -0.2 0.064
H 7.63469 -14.70766 -15.43153 0.1 -0.4 -0.3 0.092
H 5.94174 -14.49350 -15.05944 0.0 0.2 -0.2 0.073
C 1.36016 -16.82318 -18.42705 -1.7 0.8 -3.3 -0.355
O 2.16877 -17.48352 -17.86456 1.8 -1.5 2.0 0.007
N 0.18435 -17.29832 -18.93513 0.9 -0.1 1.0 -0.169
C -0.11599 -18.73105 -18.81441 -1.1 0.7 -0.6 -0.021
C -0.74471 -16.47718 -19.67301 -1.3 -0.6 -0.2 -0.087
H 1.62046 -15.85014 -18.87159 -0.3 0.6 0.6 0.145
H -0.33039 -19.07610 -19.82589 0.3 -0.3 -0.2 0.090
H -1.08605 -18.82135 -18.32559 0.1 -0.2 0.5 0.081
H 0.65207 -19.34110 -18.33899 -0.1 0.5 0.0 0.069
H -0.77875 -16.71142 -20.73700 0.8 0.3 -0.3 0.086
H -1.76603 -16.75289 -19.41034 0.0 -0.1 0.6 0.062
H -0.71346 -15.40765 -19.46511 0.6 -0.1 -0.1 0.088
C 7.30105 -17.29313 -11.66854 -1.9 -0.3 1.5 -0.322
O 6.23136 -17.61103 -11.09509 2.1 0.5 -1.5 -0.033
N 8.01967 -18.02584 -12.52420 0.0 0.1 0.5 -0.193
C 9.33609 -17.60007 -12.95423 0.2 0.1 0.1 -0.049
C 7.63863 -19.32708 -12.98848 -0.3 -0.7 -0.2 -0.047
H 7.79173 -16.32211 -11.49950 -0.2 0.1 0.2 0.136
H 9.44704 -17.94464 -13.98237 0.3 0.4 0.0 0.086
H 10.13810 -18.01679 -12.34496 -0.1 -0.5 0.0 0.094
H 9.49739 -16.52776 -12.84363 -0.5 0.1 -0.4 0.090
H 6.67090 -19.68640 -12.63849 -0.1 0.7 0.1 0.083
H 7.62589 -19.24227 -14.07509 0.0 -0.6 -0.1 0.065
H 8.33114 -20.10040 -12.65606 0.4 0.1 -0.2 0.101
C 2.46006 -19.49685 -15.43672 -0.2 -1.6 0.0 -0.285
O 2.09921 -20.62987 -15.82811 0.5 1.5 0.7 -0.044
N 3.23881 -19.28811 -14.34915 0.7 0.9 0.2 -0.146
C 3.66139 -17.93481 -13.94412 -0.9 -0.3 0.1 -0.028
C 3.64238 -20.35157 -13.42768 -1.3 -0.2 -0.7 -0.023
H 2.13633 -18.58326 -15.95898 0.3 -0.1 0.1 0.108
H 3.54425 -17.18998 -14.73127 -0.1 -0.2 -0.2 0.087
H 4.68416 -17.89866 -13.56898 0.1 -0.3 -0.1 0.074
H 3.00614 -17.66008 -13.11752 0.1 0.3 0.2 0.060
H 2.79727 -21.03964 -13.40646 0.4 -0.6 -0.4 0.062
H 4.56295 -20.81549 -13.78187 0.0 -0.2 0.4 0.077
H 3.65653 -20.03978 -12.38332 0.6 0.6 -0.2 0.074

2.
149
Properties=species:S:1:pos:R:3:forces:R:3:lowdin_charge:R:1 method="wB97M-V/def2-TZVPD" e_homo_ev=-8.71 e_tot_ev=-139101.0117 orbital_gap_ev=7.982 fmax_ev_per_a=2.3 mol_weight_da=1025.373
C 2.54676 -4.60070 3.53993 0.5 0.5 -0.3 -0.102
C 3.26270 -4.84511 2.18645 0.1 -0.6 1.0 -0.209
C 2.70895 -6.03330 1.39049 0.9 0.2 -0.5 -0.185
N 1.73546 -5.69183 0.31016 -0.6 -0.1 0.8 0.038
C 0.94380 -4.53605 0.59068 0.0 -0.3 0.1 -0.155
C 1.18722 -3.42836 -0.10638 0.0 0.8 -0.7 0.059
B 2.30075 -3.44023 -1.24435 0.3 -0.2 0.4 -0.618
O 3.58053 -3.13774 -0.85631 -0.1 -0.4 -0.4 0.186
O 2.08959 -3.76805 -2.55520 -0.6 0.5 0.6 0.073
C 0.77330 -3.54646 -3.08736 -0.2 -0.1 -1.3 -0.207
C 0.44986 -2.06546 -3.33425 -0.4 -0.1 0.5 -0.055
C 0.45360 -2.16392 0.15167 -0.3 0.5 0.6 -0.246
O 0.82830 -1.09380 -0.30735 0.0 -0.7 0.0 0.087
C -0.76434 -2.22026 1.04119 1.9 -0.4 -1.3 -0.077
C -1.56567 -1.12878 1.13858 0.0 0.3 0.0 0.033
C -2.67195 -1.17083 1.95667 -0.6 1.1 -0.3 -0.141
C -3.48422 0.10318 2.03375 0.1 0.0 0.1 -0.122
C -3.01388 1.00014 3.19095 0.2 0.1 -0.4 -0.168
C -1.59111 1.56419 2.97634 -0.5 0.6 0.9 -0.175
C -0.75296 1.54031 4.27175 0.6 -0.5 -0.1 -0.188
C 0.54505 0.73193 4.11494 -0.2 0.4 -0.1 -0.225
C 1.51236 1.33319 3.08310 0.1 -1.2 0.2 -0.185
C 2.66953 0.33037 2.77883 0.1 1.2 0.0 -0.180
C 4.00532 0.71700 3.43864 0.1 -0.6 0.2 -0.159
C 4.10308 0.23576 4.89331 -0.1 -0.4 -0.3 -0.229
O 5.06582 -0.81876 5.01102 -0.1 0.0 -0.1 -0.191
C 4.69827 -1.74438 6.01082 0.2 0.2 0.2 -0.118
C -2.95801 -2.33923 2.63767 -1.2 -0.3 1.1 -0.158
C -4.15718 -2.48187 3.56196 -0.1 1.0 -0.6 -0.120
C -3.94432 -1.97131 4.99930 0.2 -1.1 0.3 -0.170
C -2.64064 -2.44253 5.67454 0.0 0.1 0.3 -0.181
C -2.88213 -3.52251 6.73380 -0.1 0.5 0.4 -0.217
N -1.65721 -3.99117 7.38074 0.1 0.0 -0.5 0.022
C -0.80758 -4.73974 6.55195 0.5 -0.5 -0.1 -0.582
N -1.11847 -5.79483 5.90818 -0.4 0.4 0.1 0.130
N 0.51925 -4.27381 6.49990 -0.7 0.2 0.1 0.120
C -2.14357 -3.43860 2.51359 0.1 -0.5 0.3 0.030
C -1.02520 -3.37925 1.72653 0.4 -1.1 0.1 -0.079
C -0.12542 -4.57559 1.64149 -0.3 -0.5 0.5 -0.246
O -0.27341 -5.53914 2.38375 0.2 0.7 -0.9 0.105
H 2.04263 -5.50040 3.89060 -0.3 0.1 -0.1 0.065
H 1.88022 -3.73808 3.46879 -0.3 -0.3 0.1 0.064
H 3.28965 -4.34358 4.29962 0.0 0.1 0.0 0.055
H 3.34730 -3.92684 1.60960 -0.1 -0.1 -0.2 0.097
H 4.28454 -5.12199 2.45626 0.1 0.0 -0.2 0.105
H 3.56579 -6.49550 0.89118 -0.1 0.0 -0.2 0.106
H 2.33277 -6.80118 2.07037 -0.3 0.2 0.1 0.111
H 1.08966 -6.47702 0.26934 0.1 0.0 -0.1 0.125
H 4.13496 -3.30126 -1.63145 0.2 0.2 0.2 0.113
H 0.76696 -4.01181 -4.07021 0.2 -0.2 0.1 0.086
H -0.01440 -4.04993 -2.52141 0.3 0.1 0.4 0.123
H -0.37617 -1.73525 -2.70103 0.1 0.1 0.1 0.064
H 1.31733 -1.44470 -3.11062 0.0 0.0 -0.1 0.084
H 0.12570 -1.90269 -4.35960 0.2 -0.1 -0.1 0.064
H -1.28410 -0.24407 0.58880 -0.2 0.1 -0.1 0.111
H -3.32629 0.63318 1.09067 -0.1 0.1 0.1 0.119
H -4.55829 -0.07907 2.09634 0.0 -0.1 0.1 0.110
H -3.71828 1.82897 3.29356 0.0 -0.1 0.1 0.113
H -3.01798 0.44414 4.12531 -0.1 -0.1 0.0 0.072
H -1.06531 1.04644 2.17926 0.0 0.0 0.1 0.075
H -1.70202 2.61363 2.69360 0.1 -0.1 -0.4 0.112
H -0.47523 2.54574 4.59839 0.0 0.0 -0.1 0.089
H -1.30380 1.09678 5.10828 -0.2 0.1 -0.1 0.098
H 0.32999 -0.30922 3.84150 -0.2 0.1 -0.1 0.107
H 1.02615 0.71242 5.09130 0.2 -0.1 0.0 0.080
H 1.89821 2.25856 3.49959 0.1 0.1 -0.2 0.083
H 1.00610 1.53277 2.13546 -0.2 0.1 0.1 0.098
H 2.81228 0.29739 1.69646 0.0 -0.2 0.0 0.100
H 2.39421 -0.67016 3.12190 0.0 -0.1 -0.2 0.100
H 4.18945 1.79161 3.40968 -0.1 0.0 -0.2 0.107
H 4.80299 0.21762 2.88245 0.1 0.1 0.1 0.110
H 4.35896 1.04323 5.58193 0.0 0.0 0.1 0.105
H 3.13519 -0.18197 5.18524 -0.1 0.2 0.1 0.099
H 4.01212 -2.50582 5.62154 0.0 0.1 0.0 0.069
H 5.59670 -2.23194 6.39036 0.0 0.0 -0.1 0.085
H 4.22730 -1.22757 6.85480 0.0 -0.1 0.0 0.085
H -4.96477 -1.88123 3.13381 -0.1 -0.2 0.1 0.106
H -4.49812 -3.51697 3.52711 0.1 0.0 0.3 0.119
H -4.02383 -0.89334 5.08485 -0.1 0.1 -0.3 0.087
H -4.76705 -2.38401 5.59541 -0.1 0.2 0.0 0.109
H -2.20095 -1.57960 6.18767 0.1 -0.1 0.0 0.110
H -1.88651 -2.80344 4.97143 -0.1 0.1 -0.1 0.096
H -3.51095 -3.08044 7.51173 -0.1 -0.2 0.0 0.118
H -3.42604 -4.37360 6.32481 0.0 0.0 0.0 0.111
H -1.15687 -3.24087 7.83895 0.0 0.0 0.0 0.113
H -2.09443 -6.02021 6.09546 0.1 -0.2 0.0 0.038
H 0.49439 -3.29022 6.25154 0.4 0.0 0.0 0.080
H 1.01919 -4.81545 5.80677 0.1 0.1 0.0 0.056
H -2.36072 -4.35777 3.04429 0.0 0.0 0.0 0.133
C -1.00683 2.96742 -3.97694 0.0 0.1 -0.1 -0.271
S -1.60082 1.61787 -2.95283 0.0 -0.1 0.0 0.805
O -2.73551 2.15207 -2.14585 0.0 0.1 0.0 -0.565
C -0.17081 1.54993 -1.87193 0.0 0.2 0.0 -0.263
H -1.77756 3.20557 -4.70794 0.0 0.0 0.0 0.053
H -0.81086 3.84014 -3.35481 0.0 0.0 0.0 0.045
H -0.09717 2.66301 -4.49418 0.0 0.0 0.0 0.057
H -0.02812 2.51740 -1.38774 -0.1 0.0 0.0 0.063
H 0.71269 1.28204 -2.45114 0.0 -0.1 0.0 0.059
H -0.34840 0.78716 -1.12031 0.0 -0.1 0.0 0.010
C 3.00797 -2.40567 -7.88448 0.0 0.1 0.1 -0.274
S 2.40604 -3.77529 -6.89318 0.1 0.0 -0.1 0.831
O 1.16093 -3.31774 -6.21832 0.0 0.1 0.0 -0.548
C 3.71773 -3.71940 -5.66314 0.1 0.0 0.1 -0.269
H 2.30924 -2.23517 -8.69861 0.0 -0.1 0.0 0.013
H 3.07698 -1.50901 -7.26649 0.0 -0.1 0.1 0.061
H 3.98543 -2.65931 -8.29543 0.0 -0.1 0.0 0.054
H 3.73695 -2.73617 -5.19197 -0.1 0.0 0.0 0.059
H 4.67297 -3.92944 -6.14522 0.0 0.0 0.0 0.051
H 3.51292 -4.47908 -4.91073 -0.1 0.0 0.0 0.044
C -2.94787 6.01002 -2.61075 0.1 0.0 0.1 -0.260
S -3.33379 6.59939 -4.26511 -0.1 0.0 0.1 0.782
O -2.04499 6.80781 -4.97728 0.0 0.0 0.1 -0.556
C -3.93278 8.21326 -3.74259 0.0 0.1 0.0 -0.266
H -2.52078 5.01392 -2.69098 -0.1 0.0 0.0 0.011
H -2.22894 6.68328 -2.14241 0.0 0.0 -0.1 0.062
H -3.86329 5.96182 -2.02144 0.0 0.0 0.0 0.060
H -3.14986 8.73878 -3.19549 0.1 -0.1 0.0 0.061
H -4.81306 8.08690 -3.11205 0.0 0.0 0.0 0.060
H -4.20329 8.78610 -4.62768 0.0 0.0 0.0 0.016
C 0.82363 4.64127 6.56867 -0.1 0.0 0.1 -0.268
S 2.44391 3.92497 6.26300 0.1 0.1 0.0 0.842
O 2.22428 2.55443 5.72527 0.0 0.2 0.3 -0.540
C 2.90115 3.74845 7.99248 0.0 0.0 0.1 -0.265
H 0.33614 4.79871 5.60850 0.1 0.0 0.0 0.046
H 0.22770 3.95830 7.17484 0.0 0.0 0.0 0.061
H 0.94162 5.59762 7.07833 0.0 0.0 0.0 0.053
H 2.16819 3.12428 8.50415 0.0 0.0 -0.1 0.060
H 2.95125 4.73359 8.45640 0.0 0.0 0.0 0.053
H 3.88003 3.27510 8.03709 0.0 0.0 -0.1 0.050
C -6.59389 7.81942 -6.92162 -0.1 -0.1 0.0 -0.263
S -5.74354 9.39891 -7.05287 0.1 -0.1 -0.1 0.787
O -6.18308 10.23540 -5.90563 -0.1 0.0 0.0 -0.551
C -6.63565 9.96968 -8.50580 -0.1 0.0 -0.1 -0.272
H -6.21460 7.30136 -6.04246 0.1 0.0 0.0 0.036
H -7.66590 7.98717 -6.81498 0.0 0.1 0.0 0.060
H -6.38964 7.22331 -7.81102 0.0 0.0 0.0 0.056
H -7.70469 9.99556 -8.29374 0.0 0.0 0.1 0.058
H -6.43044 9.30135 -9.34212 0.0 0.0 0.0 0.053
H -6.28556 10.97143 -8.74582 0.0 0.0 0.1 0.050
C 2.95851 0.60443 -11.82185 0.1 0.1 0.0 -0.270
S 2.47146 -1.09534 -12.14701 -0.1 0.0 -0.1 0.822
O 2.14360 -1.71569 -10.83667 0.1 0.0 0.0 -0.556
C 4.10934 -1.67313 -12.61243 0.1 0.0 0.0 -0.271
H 2.08205 1.14645 -11.47294 0.0 -0.1 0.0 0.051
H 3.73227 0.62513 -11.05405 0.0 -0.1 0.0 0.058
H 3.32506 1.05833 -12.74261 0.0 0.0 0.0 0.053
H 4.80698 -1.50143 -11.79230 0.0 0.0 0.0 0.057
H 4.43866 -1.14537 -13.50749 0.0 0.0 0.0 0.053
H 4.04518 -2.73898 -12.82144 -0.1 0.0 0.0 0.050